Record 1
{
  "formula": "C8H18NO6P2",
  "method": "ωB97M-V/def2-TZVPD",
  "e_tot_ev": -40933.733,
  "charge": 1,
  "homo_lumo_gap_ev": 9.1,
  "homo_ha": -0.4702,
  "species": ["P", "P", "O", "O", "O", "O", "O", "O", "N", "C", "C", "C", "C", "C", "C", "C", "C", "H", "H", "H", "H", "H", "H", "H", "H", "H", "H", "H", "H", "H", "H", "H", "H", "H", "H"],
  "positions_angstrom": [[-0.41827, -2.05107, 2.28083], [1.10942, -2.57864, 0.80687], [1.86808, 2.60679, -1.20942], [0.96464, -1.75029, -0.62123], [2.44543, -2.32411, 1.31530], [3.79428, 1.59415, -1.54537], [-2.55275, -0.22122, 1.85009], [0.83240, -4.15322, 0.50014], [-2.01651, -1.31976, -0.08338], [-0.50592, 2.00031, -1.61719], [-1.59525, 0.11420, -0.21317], [3.26263, 1.62631, 0.72613], [3.01696, 1.93921, -0.75436], [-2.71007, 0.69645, 0.72713], [0.72956, 1.91970, -0.68630], [-1.39035, 0.71950, -1.60346], [-2.01504, -1.47073, 1.40337], [-3.73266, 0.64910, 0.30632], [-0.13430, 2.11358, -2.65159], [2.38376, 1.20583, 1.25033], [1.51726, -4.50056, -0.10078], [-2.33311, 0.95610, -2.13035], [-2.74247, -2.20957, 1.78860], [-3.01986, -1.39032, -0.31601], [0.69604, -2.34785, -1.34086], [0.99334, 0.84042, -0.60166], [0.15506, -0.90785, 2.91240], [3.63345, 2.48096, 1.31420], [-0.86869, -0.04523, -2.21671], [-1.59567, -2.03356, -0.68425], [-1.12141, 2.87826, -1.34760], [-0.72946, 0.15592, 0.47276], [4.03290, 0.83893, 0.77120], [-2.39372, 1.72292, 0.96108], [0.44030, 2.24537, 0.33694]]
}



Record 2
{
  "formula": "C13H13ClN4O",
  "method": "ωB97M-V/def2-TZVPD",
  "e_above_lowest_ev": 1.250,
  "e_tot_ev": -34220.249,
  "charge": 0,
  "homo_lumo_gap_ev": 8.0,
  "homo_ha": -0.2865,
  "species": ["Cl", "O", "N", "N", "N", "N", "C", "C", "C", "C", "C", "C", "C", "C", "C", "C", "C", "C", "C", "H", "H", "H", "H", "H", "H", "H", "H", "H", "H", "H", "H", "H"],
  "positions_angstrom": [[0.75169, -5.93482, -3.87105], [1.56374, 0.93244, 1.69533], [-0.14056, -0.51184, -2.43310], [-0.24321, 1.52484, 4.24491], [1.25910, -2.44844, -2.00511], [-0.63670, -2.35786, -3.39528], [-1.55167, 0.66056, -1.01095], [0.23454, -1.86650, -2.53856], [-0.35896, -3.60085, -3.82203], [1.58761, 2.03460, 2.69476], [0.57002, 0.95439, 0.84536], [-1.71484, 1.49403, 0.07931], [-0.79316, 2.62237, 2.15614], [-0.29015, 0.17106, -1.25616], [0.64262, -4.30698, -3.38617], [1.35632, -3.72092, -2.29827], [0.72956, 0.30258, -0.39059], [0.30599, 2.46034, 3.23143], [-0.68470, 1.65198, 1.07099], [-1.12116, -4.22732, -4.42143], [-0.77041, 3.67463, 1.67303], [0.46707, 3.38329, 3.81278], [-1.27521, 1.58256, 4.17553], [2.16143, -4.27294, -1.76396], [1.98520, 2.97273, 2.24575], [0.07178, 0.53235, 4.04799], [-2.65231, 2.04963, 0.01461], [-1.86561, 2.61526, 2.41574], [-2.44002, 0.50701, -1.70341], [-1.03398, -0.51790, -2.99934], [1.66967, -0.18703, -0.66801], [2.21631, 1.82675, 3.55974]]
}



Record 3
{
  "formula": "C45H24F6I4N5NiP",
  "method": "ωB97M-V/def2-TZVPD",
  "e_above_lowest_ev": 0.000,
  "multiplicity": 2,
  "e_tot_ev": -153553.858,
  "charge": -1,
  "s_squared": 0.9454,
  "homo_lumo_gap_ev": [5.4, 5.3],
  "homo_ha": [-0.1563, -0.1800],
  "species": ["I", "I", "I", "I", "Ni", "P", "F", "F", "F", "F", "F", "F", "N", "N", "N", "N", "N", "C", "C", "C", "C", "C", "C", "C", "C", "C", "C", "C", "C", "C", "C", "C", "C", "C", "C", "C", "C", "C", "C", "C", "C", "C", "C", "C", "C", "C", "C", "C", "C", "C", "C", "C", "C", "C", "C", "C", "C", "C", "C", "C", "C", "C", "H", "H", "H", "H", "H", "H", "H", "H", "H", "H", "H", "H", "H", "H", "H", "H", "H", "H", "H", "H", "H", "H", "H", "H"],
  "positions_angstrom": [[0.32928, 5.74807, 7.05923], [4.24862, -1.12567, -7.97173], [-9.43312, 2.24247, -4.09428], [0.42188, -9.13852, 3.39368], [-1.05219, -0.26343, -0.05774], [2.42979, 0.92329, 0.32766], [2.56876, 2.52254, 0.31384], [0.77867, 1.11415, 0.05896], [2.15508, 0.96086, 1.92292], [2.22301, -0.68073, 0.35111], [2.65450, 0.86032, -1.26814], [4.00343, 0.74772, 0.58314], [-1.57505, 0.16598, -1.81067], [-2.32211, 1.01872, 0.57065], [-0.71511, -0.80029, 1.71539], [-0.20560, -1.82787, -0.72448], [0.67529, 2.37240, -3.08314], [-0.68144, 0.11512, -2.95948], [-0.53949, -5.50265, 1.22170], [-6.97429, 0.65410, -3.30516], [1.18078, -1.14687, -4.16768], [0.13940, -4.47127, 1.89059], [0.70233, 3.88761, 4.67761], [1.58494, -1.39332, -6.54309], [0.99566, -6.14562, 3.42532], [0.12798, 1.36887, -2.97199], [-4.15564, 2.34794, 0.81866], [-3.76985, 1.11937, -1.38646], [-0.20980, 4.27731, 5.64293], [-1.59467, 0.34530, -4.15031], [0.71835, -1.39329, -5.46146], [0.26881, -1.06234, -3.00766], [-2.25697, 1.64954, 1.77150], [0.39555, -1.92727, -1.96326], [1.11803, -3.17812, -2.03951], [-6.92788, 2.91827, -2.49015], [-0.02933, -0.48995, 3.87282], [-2.80349, 0.64281, -3.68389], [0.16630, -1.79495, 3.56592], [-1.47375, 3.71747, 5.70329], [-1.27451, 1.35585, 2.73832], [-2.76913, 0.57562, -2.22185], [-3.38245, 2.51484, 1.92733], [0.12674, -2.93182, -0.02892], [-5.69346, 2.67599, -1.90579], [2.54552, -0.92565, -3.97671], [-0.45401, -6.82120, 1.63215], [2.92951, -1.14736, -6.32536], [0.33274, 2.92171, 3.75391], [0.31312, -7.13369, 2.74166], [-0.62959, 0.11855, 2.72135], [-0.01572, -3.09876, 1.37011], [0.90984, -4.82849, 2.99918], [-5.74910, 0.42059, -2.70382], [-1.83106, 2.74886, 4.77663], [-0.93782, 2.34481, 3.78676], [-3.45385, 1.45275, -0.05746], [-7.55876, 1.90402, -3.18721], [-0.20786, -1.96990, 2.18565], [0.91495, -3.81411, -0.86985], [-5.08285, 1.42272, -1.98802], [3.42067, -0.92085, -5.05165], [-3.58575, 3.13556, 2.78373], [1.67628, -3.51601, -2.89762], [4.47155, -0.72356, -4.89182], [-5.30090, -0.56244, -2.77704], [1.31614, -4.76622, -0.56738], [-1.15189, -5.25917, 0.36401], [-0.99144, -7.59100, 1.09524], [2.90957, -0.72097, -2.97800], [1.21033, -1.58493, -7.53924], [-7.37803, 3.89868, -2.41271], [-0.32456, -1.63497, -5.62009], [-2.16983, 4.02680, 6.47109], [0.18387, 0.01891, 4.79905], [-7.46824, -0.13077, -3.86179], [1.49644, -4.08347, 3.51476], [1.03343, 2.62482, 2.98455], [-1.24177, 0.39235, -5.16576], [-5.10744, 2.81138, 0.62679], [-5.17856, 3.48635, -1.40898], [1.60198, -6.39223, 4.28644], [-2.80925, 2.28871, 4.84150], [-3.66153, 0.94289, -4.26198], [1.68936, 4.32646, 4.63457], [0.55657, -2.54729, 4.22703]]
}



Record 4
{
  "formula": "C21H24F3NO",
  "method": "ωB97M-V/def2-TZVPD",
  "e_tot_ev": -33856.492,
  "charge": 0,
  "homo_lumo_gap_ev": 9.0,
  "homo_ha": -0.3012,
  "species": ["F", "F", "F", "O", "N", "C", "C", "C", "C", "C", "C", "C", "C", "C", "C", "C", "C", "C", "C", "C", "C", "C", "C", "C", "C", "C", "H", "H", "H", "H", "H", "H", "H", "H", "H", "H", "H", "H", "H", "H", "H", "H", "H", "H", "H", "H", "H", "H", "H", "H"],
  "positions_angstrom": [[-1.06861, -4.31022, -1.48879], [0.00610, -2.71538, 2.81583], [-2.62988, -2.33336, 3.31306], [-2.07452, 0.18022, -0.01266], [1.65491, -2.42873, -0.28868], [1.91608, -1.28762, 0.56039], [1.05981, 3.32796, -0.13854], [0.44583, 4.15183, -1.07610], [0.30268, 0.20749, -0.72662], [-0.41104, 5.16117, -0.67903], [-0.04460, 4.56894, 1.61018], [0.05119, -1.02352, -1.61761], [0.81138, 3.55770, 1.20892], [-1.04494, 0.95722, -0.58708], [0.75584, -0.28935, 0.65181], [-0.66252, 5.37052, 0.66675], [-0.45019, -3.47372, 0.62535], [-0.89332, -3.00046, 1.85550], [1.21035, -2.02849, -1.60590], [-2.24536, -2.81607, 2.11786], [1.98948, 2.23521, -0.58458], [1.02804, -3.58761, 0.30140], [-1.43927, -3.79644, -0.30017], [1.32839, 1.12631, -1.41833], [-2.78949, -3.62687, -0.05598], [-3.19784, -3.11876, 1.16278], [-0.86305, -1.50469, -1.26694], [1.29389, 2.94145, 1.95536], [-1.40698, 1.22124, -1.58446], [1.57145, -3.81990, 1.22139], [0.83267, 1.58397, -2.27768], [1.04180, 0.54724, 1.28901], [-0.90361, 1.88055, -0.01715], [2.13566, 0.50378, -1.80689], [2.79751, -0.78167, 0.15013], [-1.94858, 0.15810, 0.94137], [-0.12161, -0.70037, -2.64613], [2.76162, 2.68546, -1.21655], [-0.08966, -0.78781, 1.12699], [2.49383, 1.80255, 0.28006], [-3.50404, -3.88737, -0.81926], [0.92579, -2.91946, -2.16741], [-0.88159, 5.79006, -1.42067], [-4.23965, -2.96009, 1.38536], [0.64440, 4.00034, -2.12744], [2.17055, -1.64565, 1.56019], [2.07839, -1.58785, -2.11085], [1.16209, -4.41794, -0.39883], [-0.22763, 4.73137, 2.66247], [-1.33175, 6.15869, 0.97819]]
}